[1]
Computed, not measured: C33H29NO7P2RuS4 as an isolated structure, with ωB97M-V with the def2-TZVPD basis set.

The geometry in ORCA input format:
```
! wB97M-V def2-TZVPD RIJCOSX def2/J DEFGRID3
* xyz -1 2
Ru -1.357 0.224 -1.755
S 0.723 0.182 -2.892
P 1.435 0.204 -0.991
C 0.012 0.853 -0.304
P -0.762 1.230 1.184
S -2.586 1.835 0.694
C 0.219 2.572 1.958
C 1.611 2.548 1.941
C 2.344 3.581 2.507
C 1.688 4.654 3.095
C 0.300 4.688 3.110
C -0.431 3.654 2.541
C -0.825 0.026 2.570
C 0.287 -0.188 3.383
C 0.236 -1.094 4.432
C -0.938 -1.786 4.688
C -2.058 -1.555 3.903
C -2.007 -0.650 2.855
C 2.954 1.216 -0.872
C 4.196 0.667 -0.565
C 5.324 1.476 -0.498
C 5.219 2.836 -0.740
C 3.984 3.390 -1.056
C 2.861 2.585 -1.123
C 2.033 -1.435 -0.505
C 2.130 -1.747 0.845
C 2.578 -2.998 1.242
C 2.938 -3.934 0.285
C 2.838 -3.625 -1.065
C 2.379 -2.379 -1.463
H 2.136 1.728 1.468
H 3.427 3.551 2.476
H 2.256 5.464 3.533
H -0.217 5.526 3.561
H -1.515 3.678 2.525
H 1.200 0.370 3.222
H 1.113 -1.254 5.048
H -0.982 -2.498 5.503
H -2.979 -2.088 4.101
H -2.874 -0.472 2.236
H 4.283 -0.394 -0.370
H 6.285 1.040 -0.254
H 6.098 3.466 -0.686
H 3.899 4.452 -1.249
H 1.903 3.009 -1.374
H 1.818 -1.028 1.592
H 2.621 -3.246 2.295
H 3.277 -4.917 0.590
H 3.092 -4.366 -1.812
H 2.240 -2.150 -2.512
O -1.137 -3.500 0.587
S -1.611 -2.569 -0.410
O -0.602 -2.168 -1.402
O -2.269 -1.374 0.107
C -2.880 -3.454 -1.337
C -3.142 -4.748 -0.905
C -4.107 -5.533 -1.517
C -4.827 -5.021 -2.582
C -4.574 -3.731 -3.024
C -3.609 -2.934 -2.418
S -3.420 -1.291 -3.152
O -2.016 -1.179 -3.583
O -4.391 -1.249 -4.215
O -3.640 -0.307 -2.085
H -2.568 -5.123 -0.069
H -4.289 -6.538 -1.159
H -5.585 -5.617 -3.076
H -5.122 -3.315 -3.856
C -2.190 4.155 -3.366
C -1.554 3.070 -2.554
N -0.767 3.419 -1.549
O -1.790 1.886 -2.884
H -2.035 5.139 -2.929
H -3.255 3.942 -3.442
H -1.769 4.133 -4.370
H -0.799 4.362 -1.200
H -0.457 2.641 -0.912
*
```

Output
HOMO (alpha / beta): -4.8238 / -4.7339 eV
energy: -4226.855091 Eh
relative energy (zero: lowest compared OMol25 entry of this formula, charge and spin): 47.5 kcal per mole
largest force on an atom: 1.234 eV/Å
expectation value of S²: 0.758
orbital gap (alpha / beta): 7.169 / 7.079 eV

---

[2]
Computed, not measured: C33H30Br4N5O5Tl as an isolated structure, with ωB97M-V with the def2-TZVPD basis set.

The geometry in ORCA input format:
```
! wB97M-V def2-TZVPD RIJCOSX def2/J DEFGRID3
* xyz 0 1
Tl -1.467 0.260 0.486
Br -4.753 -4.612 4.471
C -3.791 -3.078 3.927
C -3.106 -2.303 4.851
Br -3.177 -2.723 6.692
C -2.356 -1.209 4.410
Br -1.371 -0.129 5.611
C -2.281 -0.858 3.067
O -1.533 0.154 2.660
C -3.026 -1.626 2.122
O -2.986 -1.290 0.845
C -3.746 -2.728 2.575
Br -4.663 -3.722 1.252
C 2.274 -3.504 -2.547
O 2.564 -2.352 -1.773
C 3.764 -1.748 -1.950
C 4.777 -2.264 -2.748
C 6.012 -1.635 -2.812
C 6.246 -0.484 -2.081
C 5.233 0.049 -1.301
C 3.985 -0.556 -1.234
N 3.024 0.006 -0.360
C 1.667 0.115 -0.493
N 1.209 0.185 -1.764
C -0.072 0.149 -2.332
C -1.294 0.212 -1.668
C -2.474 0.148 -2.406
C -2.457 0.024 -3.784
C -1.241 -0.029 -4.450
C -0.064 0.041 -3.735
O 1.171 -0.028 -4.355
C 1.449 1.055 -5.239
N 0.903 0.259 0.547
C 1.487 0.252 1.848
C 1.722 1.477 2.470
C 2.243 1.546 3.749
C 2.528 0.372 4.432
C 2.305 -0.849 3.825
C 1.793 -0.929 2.533
O 1.691 -2.185 2.010
C 0.494 -2.581 1.351
H 1.256 -3.786 -2.293
H 2.948 -4.329 -2.302
H 2.334 -3.282 -3.615
H 4.623 -3.180 -3.300
H 6.795 -2.060 -3.425
H 7.213 0.000 -2.116
H 5.403 0.956 -0.734
H 3.358 0.220 0.568
H 1.917 0.060 -2.471
H -3.427 0.174 -1.892
H -3.382 -0.039 -4.343
H -1.202 -0.152 -5.525
H 0.669 1.168 -5.991
H 2.392 0.825 -5.730
H 1.549 1.992 -4.682
H 1.480 2.379 1.921
H 2.428 2.508 4.209
H 2.906 0.406 5.445
H 2.513 -1.778 4.340
H 0.419 -3.658 1.484
H 0.522 -2.360 0.281
H -0.385 -2.117 1.803
C -6.170 3.606 0.557
C -4.695 3.406 0.612
C -3.647 4.304 0.622
C -2.475 3.530 0.672
N -2.792 2.245 0.685
N -4.134 2.184 0.646
C -1.055 3.980 0.727
H -6.406 4.666 0.595
H -6.661 3.112 1.397
H -6.580 3.193 -0.365
H -3.714 5.378 0.598
H -4.594 1.288 0.690
H -1.007 5.066 0.694
H -0.489 3.576 -0.114
H -0.591 3.631 1.651
*
```

Output
HOMO: -6.8637 eV
energy: -12393.999176 Eh
largest force on an atom: 0.738 eV/Å
orbital gap: 7.069 eV

---

[3]
Computed, not measured: C33H30Cl5MnN5O3 as an isolated structure, with ωB97M-V with the def2-TZVPD basis set.

The geometry in ORCA input format:
```
! wB97M-V def2-TZVPD RIJCOSX def2/J DEFGRID3
* xyz 2 4
Mn -0.767 1.300 0.693
C 1.323 2.560 7.265
O 1.038 1.596 6.248
C 1.845 0.512 6.167
C 2.944 0.264 6.979
C 3.684 -0.897 6.801
C 3.339 -1.828 5.834
C 2.234 -1.593 5.030
C 1.507 -0.423 5.182
N 0.364 -0.159 4.362
C 0.430 0.077 3.049
N 1.619 0.033 2.453
C 1.853 0.058 1.073
C 0.939 0.513 0.146
C 1.210 0.418 -1.220
C 2.431 -0.087 -1.626
C 3.385 -0.501 -0.701
C 3.101 -0.437 0.651
O 3.917 -0.822 1.653
C 5.226 -1.292 1.311
N -0.670 0.342 2.323
C -1.981 0.138 2.850
C -2.366 -0.992 3.567
C -3.677 -1.123 3.996
C -4.622 -0.153 3.688
C -4.263 0.948 2.926
C -2.951 1.078 2.516
O -2.547 2.106 1.654
C -2.740 3.449 2.166
H 2.310 2.998 7.116
H 1.259 2.107 8.255
H 0.563 3.329 7.166
H 3.228 0.966 7.748
H 4.538 -1.077 7.440
H 3.909 -2.740 5.721
H 1.924 -2.319 4.288
H -0.479 0.143 4.832
H 2.427 -0.150 3.037
H 0.492 0.726 -1.966
H 2.652 -0.158 -2.683
H 4.334 -0.884 -1.045
H 5.783 -0.519 0.782
H 5.162 -2.196 0.706
H 5.714 -1.515 2.254
H -1.643 -1.765 3.793
H -3.964 -1.997 4.564
H -5.645 -0.265 4.018
H -4.999 1.690 2.645
H -2.452 4.131 1.372
H -2.112 3.598 3.044
H -3.788 3.597 2.415
Cl -1.058 2.807 -1.276
C -0.054 3.712 -0.140
C 0.154 3.034 1.038
C 0.818 3.710 2.049
Cl 0.959 3.022 3.622
C 1.313 4.999 1.818
Cl 2.145 5.827 3.060
C 1.122 5.629 0.580
Cl 1.735 7.193 0.300
C 0.399 4.984 -0.427
Cl 0.073 5.711 -1.934
C -5.332 -0.458 -1.802
C -3.988 -0.652 -1.195
C -3.243 -1.793 -0.968
C -2.060 -1.380 -0.353
N -2.071 -0.043 -0.207
N -3.251 0.372 -0.737
C -0.934 -2.239 0.110
H -5.703 -1.401 -2.193
H -5.293 0.260 -2.622
H -6.045 -0.094 -1.061
H -3.520 -2.801 -1.223
H -3.528 1.337 -0.672
H -1.124 -3.273 -0.166
H -0.836 -2.191 1.196
H 0.010 -1.931 -0.335
*
```

Output
HOMO (alpha / beta): -13.4282 / -13.4295 eV
energy: -5226.461864 Eh
largest force on an atom: 0.121 eV/Å
expectation value of S²: 3.966
orbital gap (alpha / beta): 6.163 / 6.951 eV

---

Which of these has the highest energy?
C33H29NO7P2RuS4

---

Among the records above, which one has the lowest largest force on an atom?
C33H30Cl5MnN5O3

---

Which value of largest force on an atom does entry 1 give?
1.234 eV/Å

---

Which value of energy does entry 3 give?
-5226.461864 Eh